Record 1
An isolated molecule of C20H30N2O5 at a distorted geometry, computed with wB97M-V/def2-TZVPD.

## Properties
**SMILES**: CCCCOc1ccc(C(=O)NCCC(=O)NCCCC(=O)OCC)cc1
**LUMO energy**: 0.46 eV
**Net charge**: 0
**HOMO**: -8.212 eV
**Relative energy (zero: lowest compared OMol25 entry of this formula, charge and spin)**: 1829.3 kJ/mol
**Kohn-Sham gap**: 8.67 eV

Structure (XYZ):
```
57
Properties=species:S:1:pos:R:3:forces:R:3
C 7.310959 0.008766 1.702813 -5.69 -2.30 -3.16
C 6.793733 0.504140 0.318290 -5.79 -1.04 5.06
C 5.985073 -0.482990 -0.402804 -4.51 -2.19 0.10
C 5.210818 -0.079869 -1.673491 2.91 -0.80 -1.54
O 4.268075 0.823797 -1.545442 -6.59 5.42 3.73
C 2.975534 0.643301 -0.793022 1.76 3.42 -0.99
C 2.419890 -0.666088 -0.440600 14.54 2.09 -6.27
C 1.232464 -0.661903 -0.167007 -11.49 -4.71 5.87
C 0.439298 0.458158 0.189798 1.96 -2.74 0.68
C -0.851712 0.389065 0.893304 -3.03 -3.20 -0.36
O -1.810399 1.002667 0.384230 1.30 -0.45 2.11
N -1.069686 -0.674252 1.942530 6.40 0.53 -2.11
C -2.327488 -1.172609 2.340761 -1.46 3.23 -0.98
C -2.556407 -2.569398 1.703096 3.49 3.73 10.92
C -2.215146 -2.565273 0.483298 8.39 -2.35 -11.36
O -1.017684 -2.986306 0.042336 -3.94 1.23 1.76
N -3.075407 -2.136400 -0.351291 1.00 0.32 -8.17
C -2.654527 -1.998248 -1.946175 -10.85 -4.47 1.45
C -3.658139 -0.853779 -2.600341 -2.78 -8.58 3.27
C -3.498756 0.374553 -1.969414 1.64 6.67 -0.01
C -4.343967 0.838415 -0.862371 -0.56 -8.52 2.46
O -4.806651 -0.115782 -0.150234 -0.11 3.38 -0.66
O -4.553920 2.067454 -0.708015 -0.37 1.29 -1.20
C -5.204493 2.408870 0.444776 0.24 9.11 0.62
C -4.153464 3.150200 1.321706 4.76 0.17 -6.56
C 1.037148 1.656243 0.001165 -0.09 -0.28 -0.46
C 2.194038 2.050124 -0.515102 3.73 -10.24 -0.94
H 6.603808 -0.385757 2.426536 -0.66 0.57 -0.15
H 7.963992 -0.736775 1.632377 2.84 -3.38 -0.94
H 7.814722 0.734119 2.027404 3.81 5.97 3.41
H 6.175381 1.424187 0.434074 0.26 -0.50 0.29
H 7.495758 0.776211 -0.251431 6.08 2.07 -4.19
H 5.089987 -0.897027 0.263843 1.93 0.76 -0.79
H 6.498567 -1.365551 -0.700288 0.92 -0.84 -0.01
H 5.934915 0.495826 -2.404100 -1.00 -1.76 0.85
H 4.536367 -0.796542 -2.145446 1.88 -2.08 -0.51
H 3.195508 -1.574326 -0.826359 -2.70 2.22 1.54
H 0.934810 -1.786632 0.131213 -0.64 2.64 -0.94
H -0.179663 -1.417761 2.035967 -3.10 2.91 -0.50
H -2.934827 -0.349066 1.755037 -0.10 -1.71 1.58
H -2.384297 -1.007696 3.468470 -0.61 -0.93 -1.47
H -1.984615 -3.182408 2.298989 2.04 -1.65 1.04
H -3.398219 -2.908007 1.910142 -8.23 -2.41 1.39
H -3.822517 -1.512607 -0.412596 -2.06 1.03 2.14
H -2.831536 -3.176224 -2.439806 0.28 3.62 1.33
H -1.746176 -1.839065 -2.031177 8.68 1.92 -0.54
H -4.800960 -1.386546 -2.289931 2.98 1.69 -0.97
H -3.611646 -1.057186 -3.614364 0.32 0.73 -2.12
H -2.414941 0.525136 -1.592033 -1.61 0.46 -1.00
H -3.935239 1.218164 -2.565725 1.79 -0.32 -1.26
H -5.663643 1.750644 1.026394 -1.81 -3.63 1.55
H -6.068888 3.370985 0.242459 2.39 -3.16 0.02
H -3.706476 4.307702 0.852902 -1.12 -3.89 0.74
H -4.511390 3.503067 2.108652 -4.02 2.87 6.97
H -3.289641 2.551980 1.730798 -0.67 0.29 -1.29
H 0.415067 2.384226 0.127087 -3.87 4.72 1.39
H 2.556601 2.924086 -0.841903 1.16 3.04 -0.84
```
Forces are in eV/Å.

---

Record 2
An isolated molecule of C4H5NS at a distorted geometry, computed with wB97M-V/def2-TZVPD.

## Properties
**SMILES**: C=S(#N)C1=CC1
**LUMO energy (spin up / spin down)**: -0.84 / -0.77 eV
**Net charge**: 0
**HOMO (spin up / spin down)**: -8.589 / -8.664 eV
**Relative energy (zero: lowest compared OMol25 entry of this formula, charge and spin)**: 702.2 kJ/mol
**Kohn-Sham gap (spin up / spin down)**: 7.75 / 7.90 eV

Structure (XYZ):
```
11
Properties=species:S:1:pos:R:3:forces:R:3
C 1.741325 -1.002199 0.995545 -1.49 -0.08 0.23
S 1.376663 -1.288669 -0.576660 1.17 1.46 0.85
N 2.428961 -1.628503 -1.505039 -0.11 -0.83 -1.59
C 0.010647 -0.207766 -0.964491 -0.40 0.00 -0.08
C -0.739570 0.400927 -1.837218 0.70 -0.62 1.03
C -1.042825 0.694052 -0.387588 -0.05 -0.10 0.04
H 0.910885 -0.795902 1.649324 -0.17 0.14 0.11
H 2.575573 -1.552751 1.390797 0.26 -0.06 -0.13
H -1.025910 0.609683 -2.840235 0.00 0.03 -0.40
H -0.747361 1.644941 0.040005 0.08 0.10 0.00
H -1.928700 0.261375 0.070639 0.00 -0.04 -0.06
```
Forces are in eV/Å.

---

Record 3
A structure of composition C29H28BrCrN11OS, computed with wB97M-V/def2-TZVPD.

## Properties
**LUMO energy (spin up / spin down)**: -5.24 / -5.47 eV
**Net charge**: +2
**HOMO (spin up / spin down)**: -12.852 / -12.852 eV
**Spin multiplicity**: 5
**Relative energy (zero: lowest compared OMol25 entry of this formula, charge and spin)**: 0.0 kJ/mol
**Kohn-Sham gap (spin up / spin down)**: 7.61 / 7.38 eV

Structure (XYZ):
```
72
Properties=species:S:1:pos:R:3:forces:R:3
Cr -0.346268 0.298763 0.209933 0.01 0.12 0.06
C 4.708434 -2.093360 0.550040 -0.01 0.01 0.03
N 3.528698 -1.354702 0.080390 -0.14 0.03 0.03
C 2.444153 -1.004201 0.758709 -0.03 -0.01 -0.07
N 1.532433 -0.514673 -0.082630 0.36 -0.06 0.14
C 2.152820 -0.607103 -1.295396 -0.12 0.01 -0.08
N 3.352293 -1.111724 -1.233130 0.10 -0.03 -0.06
C 4.541702 -3.575124 0.317631 0.02 0.00 0.00
C 5.427454 -4.279297 -0.484682 0.00 0.01 0.01
C 5.248021 -5.642809 -0.691158 0.01 0.01 -0.01
C 4.175058 -6.302778 -0.121202 -0.03 0.01 0.03
C 3.279107 -5.593749 0.677442 0.03 -0.01 -0.02
C 3.475078 -4.239266 0.905994 0.02 0.01 -0.03
C 2.112812 -6.258062 1.251204 0.05 0.15 -0.04
N 1.738333 -7.480627 1.150872 -0.11 -0.09 0.12
N 0.532123 -7.578308 1.841665 0.11 -0.05 -0.16
C 0.276786 -6.403670 2.288030 -0.05 0.13 0.11
O 1.236348 -5.497674 1.961328 0.00 -0.13 -0.04
C -0.882837 -5.928600 3.037093 -0.03 -0.06 0.00
C -1.958645 -6.780032 3.275924 0.00 0.03 0.00
C -3.067237 -6.299265 3.950981 0.01 0.01 0.00
C -3.112278 -4.977750 4.377438 0.00 0.00 -0.01
C -2.033028 -4.132049 4.152355 -0.05 0.00 0.02
C -2.066183 -2.718807 4.681051 0.00 0.00 0.01
N -1.370338 -1.777457 3.794730 0.04 0.04 -0.05
C -1.469268 -1.640573 2.480232 0.05 -0.02 -0.08
N -0.650092 -0.671112 2.072776 -0.13 -0.03 0.04
C -0.074712 -0.241095 3.236257 0.03 -0.01 0.00
N -0.480772 -0.895169 4.289119 -0.02 0.01 0.09
C -0.915451 -4.615416 3.488392 0.00 0.00 0.01
H 4.821155 -1.853370 1.608027 0.02 -0.03 -0.01
H 5.564042 -1.696615 0.009291 0.01 -0.01 0.01
H 2.336367 -1.113418 1.824829 0.01 0.00 0.02
H 1.691403 -0.308588 -2.222420 0.00 0.01 -0.01
H 6.260794 -3.769190 -0.951213 0.01 0.01 0.00
H 5.945589 -6.188425 -1.311034 0.01 0.00 0.00
H 4.015496 -7.359197 -0.288006 0.00 -0.01 0.00
H 2.779792 -3.708102 1.544676 -0.01 0.01 0.01
H -1.917210 -7.801909 2.924921 0.01 -0.01 -0.01
H -3.907572 -6.952734 4.139107 -0.01 0.00 0.00
H -3.990163 -4.610575 4.894812 -0.01 0.01 0.01
H -1.556168 -2.629053 5.639223 0.00 -0.01 -0.01
H -3.090632 -2.371488 4.811331 0.00 -0.02 0.02
H -2.098972 -2.252930 1.856490 -0.01 -0.01 -0.01
H 0.640353 0.563547 3.294180 0.01 0.01 0.00
H -0.054504 -3.980561 3.321014 0.00 0.01 0.00
Br -1.987140 -1.676162 -1.236225 0.01 -0.09 -0.08
C -3.052341 -0.199851 -0.710729 -0.15 0.08 -0.01
C -4.391223 -0.130763 -1.038656 0.13 -0.01 0.03
C -5.082675 0.996936 -0.621881 -0.03 0.01 0.00
C -4.418518 1.987838 0.087341 0.02 0.01 0.02
C -3.077296 1.823657 0.364403 -0.02 -0.01 0.01
N -2.396948 0.734051 -0.027859 -0.05 0.07 0.05
H -4.865102 -0.922542 -1.599177 -0.01 0.00 0.00
H -6.133615 1.099572 -0.855868 -0.01 0.00 0.00
H -4.928624 2.879608 0.420588 -0.01 0.00 0.00
H -2.515394 2.571475 0.908880 0.01 -0.01 0.00
C 1.279549 2.263025 -3.630110 -0.04 -0.02 -0.04
N 2.150112 2.457052 -2.490149 0.05 0.05 0.03
C 3.609950 2.510732 -2.648845 0.01 -0.02 -0.02
C 4.085178 2.955866 -1.259883 0.04 0.03 0.04
N 2.888584 2.703180 -0.447584 0.00 -0.07 -0.05
C 1.805506 2.545783 -1.218719 -0.01 0.02 0.13
S 0.196223 2.533353 -0.602680 -0.10 -0.09 -0.15
H 1.552044 1.345252 -4.155116 -0.01 0.00 0.00
H 1.387087 3.100799 -4.318421 -0.01 -0.01 -0.01
H 0.249596 2.207513 -3.288708 0.01 0.00 -0.02
H 3.876649 3.212753 -3.436436 0.01 -0.01 0.00
H 3.981708 1.518791 -2.917023 -0.01 0.01 -0.01
H 4.342867 4.015076 -1.234227 0.00 -0.01 0.00
H 4.931414 2.374309 -0.903649 0.00 0.01 -0.01
H 2.789393 3.025196 0.500616 -0.02 0.02 -0.01
```
Forces are in eV/Å.